(1)
The following is a quantum chemistry calculation of a 2-piece molecular cluster, C8H12N3O3S overall, from OMol25.

Net charge = +1
Kohn-Sham gap = 0.3193 Eh
LUMO level = -4.792 eV
E_HOMO = -13.48 eV

```
27
C8H12N3O3S ωB97M-V with the def2-TZVPD basis set
C -4.05 -0.91 0.33
C -2.69 -0.95 0.34
C -4.65 0.37 0.32
C -2.64 1.51 -0.02
C 0.29 -0.79 1.02
C 1.73 1.09 1.15
C -0.54 0.22 0.26
C 3.02 1.55 0.63
N -4.00 1.44 0.12
N -1.93 0.22 0.13
N -0.10 -0.32 -1.80
O -1.90 2.44 -0.29
O 1.57 -0.27 1.19
O 3.09 1.37 -0.77
S 0.29 1.67 0.19
H -4.66 -1.83 0.28
H -2.13 -1.87 0.28
H -5.69 0.42 0.45
H -0.16 -0.98 1.97
H 0.71 -1.57 0.36
H 1.66 1.54 2.10
H 3.90 1.02 1.11
H 3.18 2.60 0.73
H -0.49 0.45 -2.21
H -0.37 -1.11 -2.43
H 0.92 -0.27 -1.97
H 3.64 2.14 -1.10
```

(2)
The following is a quantum chemistry calculation of an isolated ion of composition C8H12N3O3S and charge +1, from OMol25.

Net charge = +1
Kohn-Sham gap = 0.2994 Eh
LUMO level = -4.055 eV
E_HOMO = -12.20 eV

```
27
C8H12N3O3S ωB97M-V with the def2-TZVPD basis set
C -1.24 -1.60 -1.34
C -0.69 -0.63 -0.43
C -1.91 -2.72 -0.90
C -1.68 -1.79 1.38
C 0.16 1.37 1.37
C -0.55 0.27 1.70
C 1.80 2.57 0.29
C 2.33 2.91 -1.16
N -2.02 -2.76 0.49
N -0.89 -0.77 0.86
N -2.44 -3.65 -1.62
O -2.06 -1.83 2.50
O 0.69 1.61 0.15
O 2.56 1.72 -1.87
S 3.20 1.64 1.10
H -1.34 -1.33 -2.38
H -0.11 0.23 -0.76
H 0.29 2.37 1.93
H 3.20 2.23 2.23
H -0.89 0.08 2.72
H 1.53 3.45 0.83
H 3.24 3.53 -1.19
H 1.59 3.50 -1.73
H -2.54 -3.50 0.91
H -2.40 -3.56 -2.63
H -2.93 -4.45 -1.10
H 3.09 1.12 -1.33
```

(2) (0.0539 hartree below the next structure)

(1)
The following is a quantum chemistry calculation of a 2-piece molecular cluster, C2H3ClS overall, from OMol25.

Kohn-Sham gap (alpha / beta) = 0.2906 / 0.2878 Eh
LUMO level (alpha / beta) = -1.587 / -1.637 eV
E_HOMO (alpha / beta) = -9.49 / -9.47 eV

```
7
C2H3ClS ωB97M-V with the def2-TZVPD basis set
C 0.36 -0.05 0.29
C 0.99 0.42 -0.87
S -1.95 -0.28 1.47
Cl 0.19 1.07 -2.22
H 1.00 -0.48 1.17
H -2.64 -1.12 0.81
H 2.07 0.44 -0.65
```

(2)
The following is a quantum chemistry calculation of C2H3ClS as an isolated structure, from OMol25.

Kohn-Sham gap (alpha / beta) = 0.2424 / 0.2423 Eh
LUMO level (alpha / beta) = -1.823 / -1.826 eV
E_HOMO (alpha / beta) = -8.42 / -8.42 eV

```
7
C2H3ClS ωB97M-V with the def2-TZVPD basis set
C -0.47 0.21 -0.46
C 0.57 -0.05 0.57
S -1.20 -1.45 -2.09
Cl -1.38 1.61 -0.37
H 1.37 -0.60 -0.02
H 1.00 0.87 0.94
H 0.11 -0.59 1.43
```

(1) (0.0134 hartree below the next structure)

(1)
The following is a quantum chemistry calculation of a 2-piece molecular cluster, C6H12N2O overall, from OMol25.

Kohn-Sham gap = 0.3427 Eh
LUMO level = 0.696 eV
E_HOMO = -8.63 eV

```
21
C6H12N2O ωB97M-V with the def2-TZVPD basis set
C 0.41 0.78 0.04
C 1.69 1.35 -0.71
C -0.29 0.16 -1.10
C -1.64 0.19 -1.17
C -0.81 -0.76 -2.99
N 0.24 -0.32 -2.27
N -2.00 -0.47 -2.38
H 0.77 0.30 0.96
H -0.21 1.59 0.57
H 1.32 2.07 -1.49
H -2.25 0.51 -0.41
H -0.67 -1.30 -3.88
H -2.89 -0.55 -2.75
H 2.15 0.61 -1.35
H 2.50 1.85 -0.12
C 0.51 -1.25 3.24
O -0.10 0.00 3.28
H -0.95 -0.08 2.72
H 1.36 -1.40 2.50
H 1.02 -1.16 4.14
H -0.19 -2.09 3.18
```

(2)
The following is a quantum chemistry calculation of C6H12N2O as an isolated structure, from OMol25.

Kohn-Sham gap (alpha / beta) = 0.2862 / 0.2863 Eh
LUMO level (alpha / beta) = -0.170 / -0.172 eV
E_HOMO (alpha / beta) = -7.96 / -7.96 eV

```
21
C6H12N2O ωB97M-V with the def2-TZVPD basis set
C 0.31 -1.59 -0.03
C 1.30 0.74 -0.94
C -1.22 -0.76 1.97
C 1.27 2.15 -0.39
C 1.15 -0.39 0.34
C -0.75 -0.66 0.54
N -1.78 -0.34 -1.48
N -1.48 0.13 -0.28
O 2.07 -0.38 1.16
H -2.24 0.35 -2.07
H -2.18 -1.27 -1.55
H 0.26 -1.82 -1.10
H 0.52 -2.44 0.62
H 0.64 0.59 -1.79
H 2.30 0.46 -1.27
H -2.28 -1.02 2.02
H -0.64 -1.50 2.52
H -1.07 0.20 2.46
H 0.27 2.44 -0.08
H 1.91 2.23 0.49
H 1.63 2.87 -1.13
```

(1) (0.0619 hartree below the next structure)

(1)
The following is a quantum chemistry calculation of C6H12N2O as an isolated structure, from OMol25.

Kohn-Sham gap = 0.3191 Eh
LUMO level = 0.906 eV
E_HOMO = -7.78 eV

```
21
C6H12N2O ωB97M-V with the def2-TZVPD basis set
C -1.49 -0.10 -0.04
C -2.04 0.10 1.36
C 1.01 -0.09 0.44
N -2.22 0.56 -1.09
N 1.12 -1.18 1.21
C 0.23 0.59 -0.29
C 2.64 0.68 -0.20
C 3.09 0.42 -1.42
O -1.50 -1.48 -0.31
H -1.28 -1.59 -1.25
H -2.23 1.57 -0.96
H -3.19 0.24 -1.13
H 1.79 -1.89 0.94
H 0.58 -1.23 2.06
H 0.19 1.32 -1.07
H 3.30 1.10 0.55
H -2.06 1.16 1.61
H -3.06 -0.29 1.42
H -1.43 -0.44 2.08
H 2.44 -0.03 -2.17
H 4.12 0.58 -1.72
```

(2)
The following is a quantum chemistry calculation of a single C6H12N2O molecule, from OMol25.

Kohn-Sham gap = 0.2843 Eh
LUMO level = 0.656 eV
E_HOMO = -7.08 eV

```
21
C6H12N2O ωB97M-V with the def2-TZVPD basis set
C -1.92 1.17 -0.73
C 1.84 -1.61 0.50
C 0.34 1.62 1.32
N -0.27 -0.81 -0.51
C -0.66 0.51 -1.25
C 0.86 -0.56 0.10
N -1.08 -1.95 -0.51
C 0.97 0.87 0.16
O -0.34 0.56 -2.42
H -1.18 -2.27 -1.47
H -0.66 -2.69 0.06
H 1.95 1.26 -0.12
H -2.74 0.95 -1.42
H -2.20 0.84 0.27
H -1.77 2.25 -0.72
H 1.81 -1.78 1.58
H 1.68 -2.57 -0.01
H 2.84 -1.25 0.26
H -0.55 1.12 1.70
H 1.04 1.72 2.17
H 0.05 2.63 1.03
```

(3)
The following is a quantum chemistry calculation of a single C6H12N2O molecule, from OMol25.

Kohn-Sham gap (alpha / beta) = 0.3011 / 0.3011 Eh
LUMO level (alpha / beta) = 0.776 / 0.776 eV
E_HOMO (alpha / beta) = -7.42 / -7.42 eV

```
21
C6H12N2O ωB97M-V with the def2-TZVPD basis set
C 1.58 0.54 -0.15
C 0.10 -1.66 -0.51
C -1.96 0.73 -0.73
C 0.73 -0.88 0.60
N 1.27 1.81 0.44
C -1.05 -1.41 0.41
C -1.71 -0.19 0.41
O 1.66 0.56 -1.53
N 1.08 -1.11 1.81
H 1.49 1.44 -1.88
H 2.57 0.24 0.22
H 1.32 1.77 1.45
H 0.36 2.16 0.15
H 2.02 -0.78 2.03
H 0.49 -2.67 -0.55
H 0.00 -1.20 -1.49
H -1.37 -2.23 1.04
H -2.35 -0.03 1.28
H -1.86 1.77 -0.40
H -3.01 0.64 -1.04
H -1.34 0.52 -1.60
```

(2) (0.0280 hartree below the next structure)

(1)
The following is a quantum chemistry calculation of a single C6H12N2O molecule, from OMol25.

Kohn-Sham gap = 0.3288 Eh
LUMO level = 0.954 eV
E_HOMO = -7.99 eV

```
21
C6H12N2O ωB97M-V with the def2-TZVPD basis set
C -0.72 -1.93 -3.31
C -0.67 -0.61 -1.38
C -1.16 0.22 -0.45
C -0.51 0.51 0.85
C 0.94 0.22 1.10
C 0.50 1.63 1.03
H -1.12 -2.84 -2.82
H -1.06 -1.91 -4.34
H 0.39 -1.88 -3.29
H 0.18 -1.27 -1.26
H -2.06 0.78 -0.65
H -1.12 0.33 1.70
H 1.53 -0.17 0.26
H 2.22 -0.22 2.63
H 1.01 -1.27 2.51
H 0.75 2.16 0.11
H -0.27 3.02 2.32
H 0.61 1.82 3.04
N 1.22 -0.27 2.43
N 0.55 2.44 2.20
O -1.21 -0.75 -2.65
```

(2)
The following is a quantum chemistry calculation of a single C6H12N2O molecule, from OMol25.

Kohn-Sham gap = 0.3427 Eh
LUMO level = 0.887 eV
E_HOMO = -8.44 eV

```
21
C6H12N2O ωB97M-V with the def2-TZVPD basis set
C -1.75 -2.08 -0.16
C -1.45 -0.95 -1.18
C -0.96 0.31 -0.83
C -0.39 0.83 0.44
C 1.25 0.85 0.37
C 1.64 2.32 0.20
H -1.00 -2.94 -0.30
H -2.89 -2.44 -0.33
H -1.55 -1.57 0.87
H -1.24 -1.17 -2.28
H -0.59 1.06 -1.61
H -0.56 1.92 0.75
H -0.74 0.16 1.26
H 1.53 2.87 1.25
H 2.64 2.37 -0.49
H 1.01 3.01 -0.53
H 2.53 -2.06 0.80
H 1.00 -1.18 1.60
N 2.18 -0.10 0.44
N 1.67 -1.30 0.75
O -2.33 0.10 -1.03
```

(1) (0.1073 hartree below the next structure)

(1)
The following is a quantum chemistry calculation of C6H12N2O as an isolated structure, from OMol25.

Kohn-Sham gap = 0.3334 Eh
LUMO level = 0.566 eV
E_HOMO = -8.50 eV

```
21
C6H12N2O ωB97M-V with the def2-TZVPD basis set
C -1.89 0.68 -0.05
C 1.25 -1.07 -1.81
C -0.41 0.75 -0.28
C 0.24 -1.12 -0.71
C -0.59 -2.12 -0.43
O 0.14 1.52 -1.07
H -2.24 1.67 0.24
H -2.14 -0.01 0.75
H -2.38 0.40 -0.98
H 1.24 -2.00 -2.38
H 2.25 -0.90 -1.42
H 1.05 -0.25 -2.50
H -1.26 -2.11 0.41
H -0.64 -3.00 -1.07
N 1.39 1.70 1.31
C 0.32 0.88 1.42
N -0.28 0.41 2.43
H 1.54 2.11 0.39
H 1.82 2.10 2.13
H 0.12 0.69 3.32
H 0.47 -0.34 0.30
```

(2)
The following is a quantum chemistry calculation of a single C6H12N2O molecule, from OMol25.

Kohn-Sham gap = 0.3396 Eh
LUMO level = 0.778 eV
E_HOMO = -8.46 eV

```
21
C6H12N2O ωB97M-V with the def2-TZVPD basis set
C -1.62 0.02 1.46
C 0.69 1.01 -1.51
C 1.18 -0.54 0.45
C -1.32 0.15 -0.01
C 0.19 0.01 -0.49
N 0.97 -1.77 0.83
N 2.33 0.17 0.67
C -0.91 -1.02 -0.80
O -2.06 1.21 -0.55
H -2.06 1.13 -1.51
H 1.68 -2.15 1.44
H -0.42 -1.97 -0.08
H 2.90 -0.10 1.46
H 2.38 1.12 0.37
H -1.23 -1.04 -1.84
H -1.01 -0.76 1.90
H -1.43 0.97 1.97
H -2.68 -0.22 1.58
H 1.66 0.71 -1.91
H 0.00 1.05 -2.36
H 0.77 2.01 -1.08
```

(2) (0.0811 hartree below the next structure)